DFT (ωB97M-V with the def2-TZVPD basis set) results for C20H24BrN5O3RuS as an isolated structure at a distorted geometry.

XYZ file:
```
55
Properties=species:S:1:pos:R:3:forces:R:3
Ru -1.060506 -0.095981 -1.328694 0.6 -1.7 1.0
C 4.707672 -1.341707 -2.076027 0.0 0.0 0.0
C 3.767435 -2.291619 -2.799521 -0.1 0.1 0.0
N 2.548241 -1.610555 -3.266096 0.1 0.0 0.0
C 1.470481 -1.452187 -2.518977 -0.1 -0.3 0.1
S 0.080954 -0.643505 -3.222178 0.0 0.7 -0.5
N 1.393103 -1.881579 -1.291621 0.3 0.2 0.2
N 0.150739 -1.701233 -0.791063 -0.3 -0.2 -0.5
C -0.269725 -2.446850 0.169160 0.1 -0.2 0.1
C 0.585622 -3.403970 0.916006 0.0 0.0 0.0
C -1.713063 -2.348905 0.348283 0.2 0.0 -0.2
C -2.484351 -3.048711 1.248322 -0.1 -0.1 0.0
C -3.868339 -2.955138 1.145358 0.0 0.0 0.0
C -4.429104 -2.188826 0.136382 0.0 -0.1 0.0
C -3.595748 -1.485615 -0.711947 0.1 -0.1 -0.1
N -2.266250 -1.567660 -0.605265 -0.6 0.2 0.1
H 5.595203 -1.881267 -1.747013 0.0 0.0 0.0
H 4.223809 -0.915278 -1.196060 0.0 0.0 0.0
H 5.029797 -0.531483 -2.730936 0.0 0.0 0.0
H 3.453511 -3.102173 -2.144939 0.0 0.0 0.0
H 4.239813 -2.724891 -3.678152 0.0 0.0 0.0
H 2.538492 -1.210664 -4.191005 0.0 0.0 0.0
H 1.629316 -3.264437 0.658645 0.0 0.0 0.0
H 0.296225 -4.431819 0.686921 0.0 0.0 0.0
H 0.451158 -3.245808 1.987944 0.0 0.0 0.0
H -2.015602 -3.665446 2.002382 0.0 0.0 0.0
H -4.500749 -3.485532 1.844787 0.0 0.0 0.0
H -5.499753 -2.115664 0.011379 0.0 0.0 0.0
H -3.988386 -0.844610 -1.489709 0.0 0.1 0.0
C 1.859486 2.307178 -1.340535 0.0 0.0 -0.1
N 0.798859 3.276451 -1.605545 0.1 0.1 0.1
C 1.197858 4.690657 -1.613283 0.0 -0.1 0.0
C -0.430260 2.948844 -1.891518 -0.1 -0.1 0.0
O -0.896796 1.780408 -1.979960 0.1 0.3 -0.3
H 2.398701 2.614411 -0.446801 0.0 0.0 0.0
H 2.548751 2.283863 -2.184550 0.0 0.0 0.0
H 1.443305 1.319948 -1.183022 0.0 0.0 0.0
H 1.798798 4.900777 -2.496771 0.0 0.0 0.0
H 1.788390 4.895076 -0.723312 0.0 0.0 0.0
H 0.316588 5.325790 -1.612960 0.0 0.0 0.0
H -1.108784 3.774341 -2.102680 0.0 0.0 0.0
Br -4.222921 1.034700 2.460510 0.0 0.0 0.0
C -2.496767 1.462157 3.087396 -0.1 0.0 0.1
C -2.411169 1.957327 4.377789 0.0 0.0 0.1
C -1.173051 2.234924 4.938594 0.0 0.0 0.0
C -0.002775 2.009114 4.222951 0.0 0.0 0.0
C -0.085300 1.522413 2.936370 0.0 0.0 0.0
C -1.329986 1.256294 2.344688 0.2 0.0 0.0
C -1.309610 0.806355 0.963328 0.0 0.3 -0.3
O -0.213314 0.361790 0.418628 0.0 0.6 0.1
O -2.271074 0.808620 0.146894 -0.2 0.2 0.2
H -3.316962 2.119709 4.944705 0.0 0.0 0.0
H -1.126209 2.624782 5.946978 0.0 0.0 0.0
H 0.960732 2.217697 4.666546 0.0 0.0 0.0
H 0.813514 1.349486 2.359194 0.0 0.0 0.0
```
Positions in Å, forces in eV/Å.

Results
Energy above the lowest of the compared OMol25 structures with the same formula, charge and spin (kcal per mole): 19.5
E_HOMO (alpha / beta) (hartree): -0.5286 / -0.5286
Net charge: +2
Largest force on an atom (eV/Å): 2.01

Results of the Löwdin charge analysis, in e, for atoms 1 through 6: atom 1 (Ru): 1.33, atom 2 (C): -0.07, atom 3 (C): -0.20, atom 4 (N): 0.02, atom 5 (C): -0.74, atom 6 (S): 0.76

DFT (ωB97M-V with the def2-TZVPD basis set) results for a 3-piece molecular cluster, C4H13NO5 overall at a distorted geometry.

XYZ file:
```
23
Properties=species:S:1:pos:R:3:forces:R:3
C -0.460458 -2.402167 1.808784 -0.5 -1.1 -1.4
N 0.480624 -1.990627 0.761506 1.0 0.2 0.6
C 0.587392 -0.570653 0.506978 -1.4 -0.3 -2.1
C 1.184739 -0.254718 -0.920446 -0.4 1.2 1.7
O 1.228070 1.182251 -0.972288 0.4 -0.2 -0.2
C -0.846178 -0.001490 0.416226 -0.6 0.3 0.8
O -1.193485 0.608556 1.574301 1.0 -0.1 0.1
O -1.628603 -0.152156 -0.487683 0.4 -0.1 0.1
H -1.412321 -2.635795 1.312706 -0.4 0.5 0.4
H -0.600696 -1.643846 2.567943 0.2 0.0 0.1
H -0.204473 -3.382737 2.219540 0.5 0.4 0.3
H 0.381368 -2.508004 -0.097571 -0.3 -0.1 0.0
H 1.113503 -0.055090 1.304315 0.3 0.1 -0.1
H 0.530748 -0.417846 -1.769278 -0.2 -1.2 0.3
H 2.145465 -0.735954 -1.001737 0.4 -0.1 -0.3
H 2.089594 1.511374 -0.715855 0.3 0.0 0.1
H -2.096683 0.929329 1.591803 -0.5 0.0 -0.5
H 0.662374 2.555944 0.467837 0.0 0.5 0.0
H 0.994940 3.651165 -0.512355 -0.1 0.1 -0.2
O 0.919574 3.491840 0.430723 0.0 -0.3 0.3
H -1.385364 0.510397 -3.461942 -0.2 0.2 -0.2
H -1.073405 0.992453 -2.086701 -0.4 0.4 -0.2
O -1.416725 1.317775 -2.936806 0.4 -0.4 0.2
```
Positions in Å, forces in eV/Å.

Results
Structure (SMILES): CN[C@@H](CO)C(=O)O.O.O
Energy above the lowest of the compared OMol25 structures with the same formula, charge and spin (kcal per mole): 41.6
E_HOMO (hartree): -0.3413
Largest force on an atom (eV/Å): 2.55

Results of the Löwdin charge analysis, in e, for atoms 1 through 6: atom 1 (C): -0.10, atom 2 (N): -0.07, atom 3 (C): -0.24, atom 4 (C): -0.14, atom 5 (O): -0.09, atom 6 (C): -0.49

DFT (ωB97M-V with the def2-TZVPD basis set) results for the molecule C5H10O2.

XYZ file:
```
17
Properties=species:S:1:pos:R:3:forces:R:3
O -0.028553 -1.127831 2.261360 0.1 -0.2 0.2
C -0.852382 -0.934031 1.126134 -0.2 0.1 -0.4
C -0.329813 0.275875 0.373106 0.0 0.0 0.0
C 1.133036 0.106919 -0.053478 0.1 0.0 0.0
C 1.194243 0.917300 -1.341060 0.3 0.0 0.1
O -0.068677 0.738737 -1.960538 0.0 0.0 -0.1
C -1.057176 0.524421 -0.963965 -0.3 -0.1 0.2
H -0.005334 -2.066271 2.470582 0.0 0.1 0.1
H -0.820345 -1.806540 0.453751 0.0 0.1 0.1
H -1.902627 -0.785255 1.425314 0.2 0.0 0.0
H -0.423592 1.154374 1.023382 0.0 -0.1 -0.1
H 1.835445 0.446855 0.711068 -0.1 0.0 -0.1
H 1.341622 -0.950073 -0.259789 0.0 0.1 0.0
H 1.959243 0.567786 -2.041154 -0.1 0.1 0.1
H 1.380187 1.982856 -1.130466 -0.1 -0.1 0.0
H -1.656764 -0.344475 -1.270542 0.1 0.1 0.1
H -1.731187 1.389804 -0.904177 0.1 -0.1 0.0
```
Positions in Å, forces in eV/Å.

Results
Structure (SMILES): OC[C@H]1CCOC1
Energy above the lowest of the compared OMol25 structures with the same formula, charge and spin (kcal per mole): 35.5
E_HOMO (hartree): -0.3527
Largest force on an atom (eV/Å): 0.43

Results of the Löwdin charge analysis, in e, for atoms 1 through 6: atom 1 (O): -0.06, atom 2 (C): -0.25, atom 3 (C): -0.29, atom 4 (C): -0.13, atom 5 (C): -0.20, atom 6 (O): -0.13